No. 1
The following is a DFT calculation (wB97M-V/def2-TZVPD) of an isolated molecule of C4H11N3.

```
18
Properties=species:S:1:pos:R:3:forces:R:3:lowdin_charge:R:1
C -1.626 -0.146 0.846 0.5210 -0.2769 -0.1417 -0.31
C -0.738 -1.018 -0.042 -0.2337 0.0336 -0.0279 -0.21
C 0.079 -0.209 -1.057 0.0487 -0.2747 0.0583 -0.27
N 2.499 -0.543 0.397 -0.1288 0.2243 -0.0663 0.09
C 1.885 0.671 0.162 -0.0414 -0.2072 0.1207 -0.31
N 0.806 0.890 -0.457 -0.1623 0.3517 0.0037 0.01
N -2.619 0.563 0.046 -0.0293 0.3041 0.0967 0.00
H -2.123 -0.794 1.563 -0.2298 -0.0388 0.0404 0.10
H -0.967 0.515 1.418 -0.0649 0.1174 0.0681 0.10
H -1.366 -1.733 -0.585 0.0713 0.1105 0.0223 0.11
H -0.062 -1.601 0.589 -0.0014 0.0539 0.0839 0.10
H 0.739 -0.912 -1.579 0.1174 -0.0067 -0.1576 0.10
H -0.575 0.211 -1.817 -0.1176 -0.0222 -0.0315 0.10
H 3.482 -0.498 0.609 0.0002 -0.1862 -0.0571 0.08
H 2.191 -1.311 -0.177 0.2069 -0.1069 0.0512 0.07
H 2.392 1.510 0.627 0.1077 0.1129 0.0144 0.11
H -3.292 1.006 0.662 -0.0372 -0.0605 -0.0590 0.06
H -2.163 1.332 -0.440 -0.0268 -0.1284 -0.0186 0.06
```
Forces are in eV/Å.

Values from the calculation:
energy = -323.26396 Eh
multiplicity = 1
E_HOMO = -9.07 eV
LUMO = 0.036 Ha
structure (SMILES) = N/C=N\CCCN
frontier orbital gap = 0.369 Eh

---

No. 2
The following is a DFT calculation (wB97M-V/def2-TZVPD) of an isolated molecule of C4H11N3 at a distorted geometry.

```
18
Properties=species:S:1:pos:R:3:forces:R:3:lowdin_charge:R:1
C -0.570 -1.595 0.016 0.6758 0.0973 -0.4008 -0.31
C -0.127 -0.622 -1.096 0.3262 -0.4252 0.0994 -0.19
C -0.478 0.838 -0.846 0.4036 1.3646 0.1704 -0.25
N 1.974 1.719 0.459 -0.1529 -0.4139 -0.2416 0.09
C 0.800 1.355 1.106 0.5989 -0.4299 -0.1769 -0.30
N -0.324 1.155 0.573 -0.4981 -0.8862 0.3921 -0.01
N -1.879 -1.292 0.550 0.0844 -0.2799 -0.8234 0.00
H -0.509 -2.600 -0.411 -0.4137 -0.0492 0.0417 0.10
H 0.247 -1.587 0.752 -0.2047 0.1272 0.3078 0.09
H -0.454 -0.943 -2.087 -0.3618 0.1300 0.0731 0.11
H 0.963 -0.735 -1.127 0.0347 0.1780 -0.0733 0.10
H 0.151 1.501 -1.460 -0.0808 -0.1908 -0.2185 0.10
H -1.500 1.098 -1.115 -0.1029 -0.3339 -0.0500 0.10
H 2.848 1.494 0.909 -0.1497 0.0033 0.0958 0.08
H 1.960 1.457 -0.516 0.2612 0.2302 -0.0740 0.07
H 0.927 1.117 2.164 -0.1659 0.8089 0.1423 0.12
H -2.179 -2.004 1.194 -0.1076 0.2353 0.2880 0.06
H -1.849 -0.356 0.934 -0.1467 -0.1656 0.4479 0.04
```
Forces are in eV/Å.

Values from the calculation:
energy = -323.24884 Eh
multiplicity = 1
E_HOMO = -8.70 eV
LUMO = 0.034 Ha
structure (SMILES) = N/C=N\CCCN
frontier orbital gap = 0.354 Eh

---

No. 3
The following is a DFT calculation (wB97M-V/def2-TZVPD) of an isolated molecule of C4H11N3 at a distorted geometry.

```
18
Properties=species:S:1:pos:R:3:forces:R:3:lowdin_charge:R:1
C 0.200 -1.899 1.491 0.0761 -0.1396 -1.9250 -0.11
C -1.036 -1.069 1.049 -1.3280 -2.5266 1.7286 -0.27
C -0.837 0.201 0.339 0.8848 2.9699 -0.8834 -0.24
N -0.391 0.212 -1.110 -0.0109 1.1366 2.1959 0.05
C 0.637 1.077 -1.547 1.4229 -0.6276 -1.9772 -0.52
N 0.547 2.416 -1.119 0.6274 -0.5189 -0.8663 0.13
N 1.479 0.684 -2.434 -4.6786 -4.5179 2.9746 0.12
H 0.998 -1.508 2.088 0.0024 1.4975 0.5650 0.06
H -0.107 -2.733 2.076 -0.4865 -0.9931 0.0767 0.05
H 0.772 -2.223 0.615 -0.3238 -0.4418 -0.0333 0.07
H -1.865 -1.742 0.580 1.7572 0.9019 0.2626 0.14
H -1.546 -0.862 2.021 0.2194 0.4730 -0.6791 0.11
H -0.086 0.799 0.934 -0.6108 -0.5331 -0.5356 0.13
H -1.769 0.782 0.375 0.0681 -0.1412 0.1305 0.11
H -0.466 -0.704 -1.474 0.6839 -0.5811 -0.9931 0.10
H 0.004 2.409 -0.340 -2.6659 0.4133 2.5786 0.01
H 1.351 2.912 -0.772 0.9009 -0.4167 -0.8279 0.10
H 2.117 1.249 -2.773 3.4613 4.0454 -1.7918 -0.04
```
Forces are in eV/Å.

Values from the calculation:
energy = -323.23214 Eh
multiplicity = 1
E_HOMO = -8.69 eV
LUMO = 0.032 Ha
structure (SMILES) = [H]/N=C(\N)NCCC
frontier orbital gap = 0.351 Eh

---

No. 4
The following is a DFT calculation (wB97M-V/def2-TZVPD) of a structure of composition C4H11N3.

```
18
Properties=species:S:1:pos:R:3:forces:R:3:lowdin_charge:R:1
C 0.497 -1.297 -0.983 -0.3920 0.3009 0.4346 -0.17
C 1.015 0.145 -1.304 0.9084 -0.3307 0.2163 -0.37
C -1.854 0.625 1.133 0.0563 0.0355 -0.0645 -0.03
N -0.659 -1.174 -0.078 -0.0516 -0.2127 -0.0927 -0.02
C -0.557 0.040 0.642 0.5799 0.0837 -0.7841 -0.50
N 2.189 0.406 -0.707 -0.4786 -0.0510 -0.2774 -0.03
N 0.538 0.164 1.462 0.1741 0.1041 -0.1152 0.10
H -1.525 -1.179 -0.603 0.0525 0.0312 0.0518 0.11
H 0.473 0.965 2.075 -0.0193 -0.0404 -0.0386 0.09
H 2.631 1.237 -1.097 -0.0840 -0.0487 -0.0283 0.03
H 1.452 0.192 0.920 -0.2842 -0.0821 0.1252 0.06
H 1.300 -1.822 -0.467 0.0437 0.0654 -0.0805 0.11
H 0.207 -1.861 -1.870 0.0523 0.0349 0.0245 0.11
H 0.829 0.511 -2.325 -0.1050 0.1817 0.2275 0.11
H 0.017 0.743 -0.593 -0.5756 -0.0526 0.4748 0.14
H -2.253 0.011 1.945 0.0720 -0.0134 -0.0405 0.09
H -1.705 1.636 1.512 0.0039 -0.0259 -0.0495 0.08
H -2.597 0.657 0.336 0.0473 0.0203 0.0166 0.08
```
Forces are in eV/Å.

Values from the calculation:
energy = -323.17728 Eh
multiplicity = 1
E_HOMO = -7.67 eV
LUMO = 0.033 Ha
frontier orbital gap = 0.314 Eh

---

No. 5
The following is a DFT calculation (wB97M-V/def2-TZVPD) of an isolated molecule of C4H11N3 at a distorted geometry.

```
18
Properties=species:S:1:pos:R:3:forces:R:3:lowdin_charge:R:1
C -1.550 -0.476 1.178 0.9434 -0.1050 -0.6957 -0.29
C -0.108 -0.940 0.865 -0.1922 0.4466 0.8325 -0.15
C 0.685 0.054 0.056 -0.2318 -0.3905 -0.3772 -0.38
C 0.824 -0.142 -1.252 0.4242 -0.8469 -0.4590 -0.20
N 1.745 0.520 -2.105 0.1144 0.4910 0.4723 0.02
N 1.233 1.177 0.691 0.4587 0.1425 0.7418 0.09
N -2.180 0.097 0.021 -1.1482 -0.0944 -0.3106 -0.01
H -2.132 -1.348 1.473 0.0391 0.0552 0.5182 0.10
H -1.469 0.258 1.973 -0.2445 0.0482 0.4813 0.10
H -0.099 -1.953 0.472 -0.0319 0.1550 -0.6110 0.11
H 0.423 -1.032 1.819 -0.1017 -0.0434 0.0597 0.11
H 0.325 -0.999 -1.684 -0.0702 -0.2795 0.0993 0.11
H 2.176 -0.125 -2.746 -0.0989 0.0635 -0.2278 0.06
H 1.368 1.318 -2.590 -0.0038 0.1133 -0.1449 0.07
H 1.027 1.217 1.678 -0.2802 -0.1386 0.0847 0.07
H 2.245 1.199 0.640 0.0124 0.1692 -0.5423 0.09
H -1.634 0.405 -0.765 0.4594 0.0862 0.3036 0.05
H -2.880 0.771 0.277 -0.0481 0.1276 -0.2248 0.06
```
Forces are in eV/Å.

Values from the calculation:
energy = -323.24035 Eh
multiplicity = 1
E_HOMO = -7.95 eV
LUMO = 0.039 Ha
structure (SMILES) = N/C=C(\N)CCN
frontier orbital gap = 0.331 Eh

---

No. 6
The following is a DFT calculation (wB97M-V/def2-TZVPD) of an isolated molecule of C4H11N3.

```
18
Properties=species:S:1:pos:R:3:forces:R:3:lowdin_charge:R:1
C 0.427 -0.466 -0.116 -0.0146 -0.0390 0.1136 -0.67
C 0.253 0.582 1.008 -0.2827 -0.3745 -0.5162 -0.14
C -0.782 -1.414 -0.142 0.3018 0.1604 0.0639 -0.05
N 0.635 0.215 -1.388 0.0491 0.1699 -0.1257 0.06
N 1.645 -1.210 0.212 0.2855 -0.5864 -0.2940 0.05
C -0.646 1.744 0.762 0.2825 0.3363 0.4077 -0.23
N -1.400 1.846 -0.237 -0.5407 -0.0207 -0.6123 0.09
H -0.126 0.866 -1.544 -0.0192 -0.0547 -0.0983 0.04
H 0.625 -0.464 -2.144 0.0368 0.0142 0.0664 0.07
H 1.546 -2.205 -0.011 0.1046 0.5285 0.0174 0.07
H 2.432 -0.829 -0.333 -0.5928 -0.2500 0.4000 0.08
H -1.942 2.706 -0.290 0.1523 0.0096 0.3151 0.06
H -0.116 0.067 1.899 0.1491 -0.0176 0.1019 0.12
H 1.231 0.970 1.250 0.3915 0.1546 0.1745 0.11
H -0.549 2.523 1.531 -0.2161 0.0594 -0.0444 0.11
H -0.665 -2.153 -0.934 0.0197 -0.0283 -0.0888 0.07
H -1.686 -0.839 -0.329 -0.0684 0.0113 -0.0076 0.07
H -0.881 -1.940 0.805 -0.0384 -0.0730 0.1268 0.08
```
Forces are in eV/Å.

Values from the calculation:
energy = -323.26580 Eh
multiplicity = 1
E_HOMO = -8.93 eV
LUMO = 0.040 Ha
structure (SMILES) = [H]/N=C/CC(C)(N)N
frontier orbital gap = 0.368 Eh

---

No. 7
The following is a DFT calculation (wB97M-V/def2-TZVPD) of an isolated molecule of C4H11N3O at a distorted geometry.

```
19
Properties=species:S:1:pos:R:3:forces:R:3:lowdin_charge:R:1
C 0.375 0.111 1.465 -0.2382 -0.0072 -0.5525 -0.06
C 0.632 1.662 -1.094 -3.1089 -0.0485 -0.7036 0.00
C -0.605 -1.879 0.099 -0.1283 0.1143 -0.1991 -0.02
N 1.334 -0.165 0.389 -0.2767 -1.0953 0.7828 -0.08
C -0.137 -0.445 0.161 1.1037 0.0299 0.6948 -0.50
N -1.787 1.176 -0.390 0.1039 0.6794 0.3033 0.00
O 2.111 -1.338 0.775 -0.4944 0.3452 -0.6178 -0.06
N -0.635 0.454 -0.862 3.0852 0.8442 -0.4112 -0.13
H 2.585 -1.525 -0.053 -0.0925 0.0393 0.3864 0.10
H -2.445 0.559 0.088 0.4477 -0.1104 -0.2075 0.08
H -2.277 1.560 -1.196 0.2004 -0.3105 0.0395 0.08
H 0.433 -0.547 2.323 -0.0391 -0.1080 -0.0675 0.11
H 0.210 1.156 1.695 0.1119 0.0612 -0.0383 0.10
H 0.320 2.403 -0.357 0.1851 0.1166 -0.2180 0.05
H 0.379 1.965 -2.110 -0.4900 0.3419 0.1661 0.04
H 1.716 1.575 -1.150 -0.3658 -1.1876 0.6397 0.05
H -0.507 -2.256 -0.922 0.0099 0.0546 0.0665 0.08
H -0.038 -2.531 0.770 -0.0736 0.2706 -0.0595 0.08
H -1.663 -1.934 0.371 0.0600 -0.0296 -0.0038 0.08
```
Forces are in eV/Å.

Values from the calculation:
energy = -398.32432 Eh
multiplicity = 1
E_HOMO = -7.97 eV
LUMO = 0.036 Ha
structure (SMILES) = CN(N)[C@]1(C)CN1O
frontier orbital gap = 0.329 Eh

---

Please write out number 7 again, unchanged.
The following is a DFT calculation (wB97M-V/def2-TZVPD) of an isolated molecule of C4H11N3O at a distorted geometry.

```
19
Properties=species:S:1:pos:R:3:forces:R:3:lowdin_charge:R:1
C 0.375 0.111 1.465 -0.2382 -0.0072 -0.5525 -0.06
C 0.632 1.662 -1.094 -3.1089 -0.0485 -0.7036 0.00
C -0.605 -1.879 0.099 -0.1283 0.1143 -0.1991 -0.02
N 1.334 -0.165 0.389 -0.2767 -1.0953 0.7828 -0.08
C -0.137 -0.445 0.161 1.1037 0.0299 0.6948 -0.50
N -1.787 1.176 -0.390 0.1039 0.6794 0.3033 0.00
O 2.111 -1.338 0.775 -0.4944 0.3452 -0.6178 -0.06
N -0.635 0.454 -0.862 3.0852 0.8442 -0.4112 -0.13
H 2.585 -1.525 -0.053 -0.0925 0.0393 0.3864 0.10
H -2.445 0.559 0.088 0.4477 -0.1104 -0.2075 0.08
H -2.277 1.560 -1.196 0.2004 -0.3105 0.0395 0.08
H 0.433 -0.547 2.323 -0.0391 -0.1080 -0.0675 0.11
H 0.210 1.156 1.695 0.1119 0.0612 -0.0383 0.10
H 0.320 2.403 -0.357 0.1851 0.1166 -0.2180 0.05
H 0.379 1.965 -2.110 -0.4900 0.3419 0.1661 0.04
H 1.716 1.575 -1.150 -0.3658 -1.1876 0.6397 0.05
H -0.507 -2.256 -0.922 0.0099 0.0546 0.0665 0.08
H -0.038 -2.531 0.770 -0.0736 0.2706 -0.0595 0.08
H -1.663 -1.934 0.371 0.0600 -0.0296 -0.0038 0.08
```
Forces are in eV/Å.

Values from the calculation:
energy = -398.32432 Eh
multiplicity = 1
E_HOMO = -7.97 eV
LUMO = 0.036 Ha
structure (SMILES) = CN(N)[C@]1(C)CN1O
frontier orbital gap = 0.329 Eh

---

Question: Which of these has the highest E_HOMO?
Answer: number 4

---

Question: Which value of E_HOMO does entry 7 give?
Answer: -7.97 eV

---

Question: energy of number 1 (C4H11N3)?
Answer: -323.26396 Eh